A.
The following is a quantum chemistry calculation of 13 unconnected molecules or ions with the total composition C52H143N13O13, from OMol25.

Properties
HOMO-LUMO gap = 8.927 eV
E_HOMO = -8.38 eV

Last column: Mulliken charge in e.
Geometry (Å):
C 3.4531 1.4382 -7.7316  -1.474
C 2.1071 0.8072 -7.3880  0.515
C 1.3701 1.5478 -6.3323  -0.301
O 2.0418 1.4037 -5.1432  -0.309
C 1.2437 1.8951 -4.0700  0.908
N 1.2480 0.7862 -8.5889  -0.700
H 3.3704 2.4813 -8.0427  0.309
H 4.0111 0.8977 -8.5002  0.436
H 4.1172 1.4118 -6.8525  0.282
H 2.2379 -0.2265 -7.0685  0.209
H 0.3619 1.0910 -6.2928  -0.162
H 1.1612 2.6034 -6.5722  0.454
H 0.3252 1.3038 -4.1329  -0.107
H 1.0038 2.9656 -4.1692  0.363
H 1.7867 1.8251 -3.1320  -0.992
H 1.0106 1.7336 -8.8756  0.255
H 1.7380 0.3919 -9.3831  0.263
C -7.7536 1.1170 -3.7907  -1.561
C -6.2380 0.9201 -3.5785  0.738
C -5.4927 2.1662 -3.1199  0.461
O -6.0671 3.3679 -3.5635  -0.485
C -5.3657 4.4979 -3.1197  -0.515
N -6.1247 -0.1757 -2.5882  -0.495
H -8.1028 0.2931 -4.4173  0.473
H -7.9333 2.0298 -4.3613  0.376
H -8.2907 1.1687 -2.8476  0.248
H -5.7832 0.6127 -4.5351  -0.002
H -4.4190 2.0858 -3.3809  -0.292
H -5.5061 2.1812 -2.0084  0.054
H -4.3547 4.5441 -3.5558  0.087
H -5.2238 4.4739 -2.0247  0.253
H -5.9332 5.3844 -3.3803  0.291
H -5.1712 -0.5160 -2.4490  -0.020
H -6.5964 -0.9777 -3.0052  0.281
C 3.6163 -3.2860 8.0604  -1.571
C 2.5512 -2.9691 7.0128  -0.041
C 2.9426 -1.7458 6.2251  0.584
O 2.9916 -0.6299 7.0961  -0.464
C 3.1822 0.5792 6.4047  -0.244
N 2.3596 -4.0796 6.0347  -0.427
H 3.7332 -2.4815 8.7874  0.350
H 4.5927 -3.4679 7.5934  0.342
H 3.3577 -4.1890 8.6237  0.429
H 1.6090 -2.8414 7.5547  0.345
H 2.2194 -1.5587 5.4224  -0.354
H 3.9699 -1.8959 5.8509  0.055
H 2.3454 0.8126 5.7224  -0.186
H 4.0954 0.5564 5.7799  0.249
H 3.2555 1.4212 7.0904  0.383
H 1.7239 -4.7519 6.4606  0.324
H 3.2588 -4.5566 5.9552  0.286
C -1.9221 -0.8760 0.1977  0.291
C -1.1079 0.4180 -0.1468  0.181
C 0.3402 0.1774 0.1223  -0.935
O 0.5970 0.0413 1.5115  1.684
C 1.9516 -0.3808 1.7711  0.566
N -1.2732 0.7143 -1.5639  -0.036
H -1.7334 -1.6545 -0.5440  0.277
H -2.9780 -0.6230 0.3002  0.176
H -1.5910 -1.2929 1.1584  -1.020
H -1.5737 1.2004 0.4507  1.063
H 0.9734 0.9873 -0.2661  -0.859
H 0.6613 -0.7620 -0.3661  0.001
H 2.0166 -1.4556 1.5189  -0.331
H 2.1289 -0.2693 2.8437  0.052
H 2.7142 0.1689 1.2048  -0.611
H -2.1820 1.0683 -1.8175  0.113
H -1.0466 -0.1018 -2.1409  -0.164
C -5.5285 1.7030 1.0285  -0.858
C -6.4752 0.4938 1.2242  0.799
C -7.1691 0.5372 2.5278  -1.077
O -6.2136 0.6918 3.5322  -0.115
C -6.8175 0.7449 4.8133  -0.862
N -7.4533 0.4951 0.1397  -0.700
H -4.8972 1.8255 1.9163  0.371
H -6.0891 2.6189 0.8499  0.345
H -4.8845 1.5082 0.1747  -0.128
H -5.8294 -0.3847 1.1760  0.032
H -7.7389 -0.4003 2.6235  0.401
H -7.8808 1.3740 2.6056  0.398
H -7.3076 -0.2144 4.9975  0.314
H -7.5694 1.5415 4.8162  0.328
H -5.9986 0.9635 5.4868  0.203
H -7.9822 1.3594 0.1031  0.353
H -7.0323 0.3768 -0.7957  0.293
C 5.2905 0.2100 -0.2944  -0.978
C 4.6963 -0.1170 -1.6707  0.012
C 3.7432 -1.2930 -1.5476  0.032
O 4.3696 -2.3474 -0.8589  -0.350
C 3.4786 -3.3636 -0.5536  -0.611
N 3.9801 1.0518 -2.2108  -0.167
H 4.4878 0.5096 0.3919  -0.170
H 6.0543 0.9959 -0.3225  0.447
H 5.7567 -0.6436 0.1755  0.000
H 5.5481 -0.3334 -2.3410  0.451
H 3.4756 -1.6014 -2.5718  0.533
H 2.8767 -0.9406 -0.9732  -0.373
H 3.2523 -3.9964 -1.4231  0.403
H 2.4836 -3.0190 -0.2103  0.011
H 3.8312 -3.9571 0.2904  0.341
H 3.6350 0.9111 -3.1572  0.059
H 4.6344 1.8281 -2.2676  0.276
C 1.6313 3.1480 4.2555  -1.732
C 0.2451 2.5227 4.2610  1.884
C -0.7400 3.1458 5.2013  -0.962
O -0.2514 3.0072 6.5193  -0.233
C -0.9894 3.7295 7.4698  -0.842
N -0.2968 2.3760 2.8853  -0.577
H 2.3140 2.5967 3.5977  0.362
H 2.0893 2.9533 5.2336  0.501
H 1.6346 4.2186 4.0595  0.314
H 0.3802 1.4909 4.6666  -0.607
H -1.6957 2.5845 5.1648  0.337
H -0.9850 4.1870 4.9295  0.451
H -2.0555 3.4706 7.4422  0.306
H -0.8117 4.8112 7.3676  0.332
H -0.5924 3.4841 8.4576  0.231
H 0.2688 1.6752 2.3803  -0.103
H -1.1998 1.9049 2.9795  0.230
C 3.5203 7.3096 0.5205  -1.407
C 2.5138 6.4913 1.3058  0.321
C 2.5855 5.0278 1.0560  -0.251
O 2.3786 4.7106 -0.2877  -0.464
C 2.3553 3.3342 -0.5360  -0.164
N 2.6637 6.6788 2.7764  -0.642
H 4.5487 7.1835 0.8900  0.300
H 3.3744 8.3891 0.6137  0.383
H 3.4877 7.0018 -0.5281  0.331
H 1.5369 6.8788 0.9975  0.274
H 1.9464 4.4562 1.7463  0.069
H 3.5920 4.6405 1.3500  0.168
H 3.3224 2.8286 -0.4404  0.231
H 2.1154 3.2943 -1.5981  -0.069
H 1.6163 2.8079 0.0783  0.427
H 2.6743 7.6847 2.9571  0.279
H 3.6171 6.4035 3.0298  0.268
C -2.4662 2.9141 -5.5576  -0.894
C -3.5024 2.5471 -6.6058  0.547
C -3.3740 3.2521 -7.9299  -0.912
O -4.4169 2.7996 -8.7074  -0.273
C -4.2235 3.1579 -10.0363  -0.755
N -3.5672 1.0584 -6.7348  -0.472
H -2.5328 2.2260 -4.7173  -0.194
H -2.5164 3.9516 -5.2305  0.449
H -1.4456 2.7319 -5.9329  0.096
H -4.4700 2.8636 -6.1864  0.104
H -2.3855 2.9915 -8.3342  0.403
H -3.4911 4.3287 -7.7773  0.432
H -4.4083 4.2350 -10.1796  0.286
H -4.8921 2.6472 -10.7271  0.260
H -3.1982 2.9611 -10.3759  0.311
H -4.4157 0.8484 -7.2783  0.294
H -2.8548 0.8033 -7.4421  0.230
C 9.3709 -1.3197 3.6704  -1.493
C 8.7030 -2.2838 2.6863  0.446
C 7.4273 -1.6652 2.1558  -0.378
O 6.4644 -1.6919 3.1923  -0.425
C 5.1902 -1.3119 2.7394  0.231
N 9.6346 -2.5228 1.5951  -0.688
H 10.2166 -1.8168 4.1555  0.406
H 8.7001 -1.0030 4.4704  0.305
H 9.7033 -0.4154 3.1555  0.353
H 8.4640 -3.1650 3.3005  0.277
H 7.0735 -2.1891 1.2477  0.169
H 7.6401 -0.6263 1.8473  0.257
H 4.9366 -1.9752 1.9046  0.100
H 5.0995 -0.2826 2.3627  0.159
H 4.5174 -1.3289 3.5946  -0.200
H 9.2126 -3.1503 0.9107  0.241
H 10.4444 -3.0245 1.9526  0.276
C -3.2881 -2.6043 -5.8703  -1.776
C -2.6222 -1.9644 -4.6683  0.253
C -1.1496 -1.6795 -4.8722  -0.511
O -0.4942 -1.3783 -3.6404  0.209
C 0.8786 -1.6866 -3.6787  -0.319
N -3.4005 -0.7804 -4.2536  0.201
H -3.0551 -2.0984 -6.8101  0.276
H -4.3623 -2.6201 -5.7194  0.396
H -2.8827 -3.6173 -5.9529  0.498
H -2.7229 -2.6211 -3.7949  0.389
H -0.9988 -0.8039 -5.5188  -0.122
H -0.7351 -2.5927 -5.3280  0.409
H 1.0149 -2.7696 -3.8469  0.459
H 1.3340 -1.3757 -2.7455  -0.345
H 1.3890 -1.2445 -4.5494  0.086
H -2.9370 -0.3297 -3.4779  -0.039
H -3.4288 -0.1012 -5.0353  -0.070
C -0.8208 -1.6561 3.9589  0.698
C -1.7196 -2.7074 4.5772  0.432
C -2.8857 -3.1079 3.7278  -1.531
O -2.4913 -3.7272 2.4985  0.358
C -3.5675 -4.0587 1.6773  -0.942
N -0.9286 -3.8716 5.0242  -0.773
H 0.1885 -1.6651 4.3861  -0.890
H -1.2116 -0.6505 4.1521  0.817
H -0.6167 -1.7219 2.8892  -1.046
H -2.1489 -2.2685 5.4833  0.488
H -3.5050 -2.2386 3.4762  0.537
H -3.5202 -3.8672 4.2035  0.607
H -3.8224 -3.2271 1.0025  0.158
H -4.4553 -4.3244 2.2726  0.407
H -3.3596 -4.9303 1.0512  0.188
H -0.6271 -4.3004 4.1528  -0.094
H -0.0330 -3.5365 5.3940  0.326
C 1.4223 -4.2669 2.6175  0.005
C 0.7968 -5.0101 1.4423  0.682
C -0.0707 -6.2158 1.8397  -0.567
O 0.7811 -7.2611 2.3159  -0.358
C 0.1080 -8.4743 2.6614  -0.764
N -0.0021 -4.0307 0.6844  0.079
H 1.7204 -4.9649 3.4029  0.500
H 0.6625 -3.6349 3.0647  -0.813
H 2.2803 -3.6593 2.3396  -0.232
H 1.6192 -5.3868 0.8093  0.295
H -0.6735 -6.5334 0.9764  0.413
H -0.7041 -5.8593 2.6733  0.190
H 0.1641 -9.1392 1.7779  0.269
H -0.9210 -8.3790 3.0014  0.302
H 0.7409 -8.9932 3.3860  0.264
H -0.5210 -4.4252 -0.0845  0.291
H -0.5877 -3.5459 1.3557  -0.545

=====

B.
The following is a quantum chemistry calculation of 13 unconnected molecules or ions with the total composition C52H143N13O13, from OMol25.

Properties
HOMO-LUMO gap = 8.842 eV
E_HOMO = -8.38 eV

Last column: Mulliken charge in e.
Geometry (Å):
C 4.8170 3.5282 -2.6889  -1.573
C 4.8329 2.1451 -3.2230  1.363
C 5.9149 1.9725 -4.3778  -1.076
O 5.9147 0.6499 -5.0143  -0.360
C 5.2413 0.5958 -6.2916  -0.487
N 4.9996 1.2338 -2.1027  -0.202
H 4.5973 4.1865 -3.5294  0.310
H 5.8249 3.7990 -2.3741  0.482
H 4.1844 3.8364 -1.8564  0.041
H 3.8419 1.8869 -3.5965  -0.317
H 6.8871 2.0172 -3.8869  0.338
H 5.9580 2.7668 -5.1231  0.429
H 5.2313 -0.4179 -6.6920  0.325
H 5.7996 1.2607 -6.9507  0.363
H 4.2080 0.9301 -6.1990  -0.007
H 5.5426 0.4281 -2.3789  0.126
H 5.5956 1.6496 -1.4013  0.006
C 8.3062 0.5742 3.3065  -1.803
C 7.8043 1.3273 2.0453  1.537
C 7.3987 2.8172 2.2106  -0.807
O 6.3649 3.1988 1.2904  -0.382
C 5.0241 2.7743 1.6750  -0.400
N 8.9909 1.1980 1.1330  -0.778
H 8.6686 -0.4418 3.1497  0.446
H 7.4607 0.3773 3.9656  0.394
H 9.1861 0.9863 3.8004  0.415
H 7.0650 0.6457 1.6246  -0.399
H 8.2507 3.4753 2.0404  0.261
H 7.0235 2.9751 3.2217  0.357
H 4.9855 1.7063 1.8897  0.294
H 4.3976 3.0909 0.8411  -0.191
H 4.7529 3.4608 2.4771  0.443
H 9.8187 1.3157 1.6996  0.295
H 9.0658 0.2091 0.9415  0.286
C 3.7216 4.7710 -6.3078  -1.067
C 2.9793 3.8682 -7.2219  1.184
C 1.5049 3.5946 -6.8067  -1.016
O 1.4798 3.0093 -5.5277  0.019
C 0.2535 2.4482 -5.1401  -0.476
N 3.1950 4.3345 -8.5178  -0.747
H 3.2354 5.7167 -6.0683  0.353
H 4.7206 5.0390 -6.6516  0.436
H 4.0579 4.2367 -5.4192  -0.275
H 3.4564 2.8884 -7.2014  -0.148
H 1.2223 2.8528 -7.5537  0.386
H 0.8429 4.4599 -6.8396  0.303
H -0.1442 1.8347 -5.9486  0.507
H -0.5012 3.1658 -4.8182  0.356
H 0.4607 1.8533 -4.2505  -0.335
H 2.7253 3.7499 -9.1943  0.273
H 4.1824 4.3335 -8.7304  0.275
C -0.6404 -0.8380 5.2804  -1.260
C 0.4842 -1.7278 4.6783  0.126
C 0.0204 -3.1329 4.3486  0.336
O -0.7176 -3.7271 5.4098  -0.366
C -0.9522 -5.1853 5.3158  -0.660
N 1.0606 -1.0645 3.4960  -0.344
H -1.4068 -0.6350 4.5324  0.028
H -0.3275 0.1478 5.6245  0.424
H -1.0266 -1.3584 6.1568  0.571
H 1.2219 -1.7843 5.4787  0.313
H 0.9235 -3.6416 4.0113  0.596
H -0.5746 -3.1061 3.4358  -0.491
H 0.0062 -5.6731 5.1380  0.323
H -1.6011 -5.4700 4.4876  0.190
H -1.3551 -5.5372 6.2655  0.243
H 1.7176 -1.7000 3.0664  0.116
H 0.3224 -0.9414 2.8178  -0.269
C 0.8418 -1.0094 -4.4058  -1.046
C 1.7361 -2.2598 -4.3535  0.198
C 2.0013 -2.8102 -5.7923  -1.050
O 0.8838 -3.5544 -6.2972  -0.265
C 1.0713 -4.0388 -7.5898  -0.822
N 2.9688 -1.9064 -3.7090  0.016
H 1.4220 -0.1788 -4.8076  0.170
H 0.5115 -0.7316 -3.4049  -0.197
H -0.0790 -1.1921 -4.9598  0.603
H 1.3430 -3.1278 -3.8242  0.596
H 2.8571 -3.4852 -5.7892  0.564
H 2.2993 -1.9776 -6.4296  0.342
H 0.1501 -4.5066 -7.9370  0.235
H 1.8628 -4.7881 -7.5866  0.315
H 1.3094 -3.2133 -8.2606  0.324
H 3.5516 -2.7056 -3.9130  0.252
H 3.3327 -1.1639 -4.2890  -0.405
C -2.4354 -3.8506 -2.7344  -1.725
C -2.3384 -4.2840 -1.2408  0.483
C -0.8827 -4.4688 -0.6894  -0.024
O -0.8352 -5.1845 0.5908  -0.430
C 0.4065 -5.1222 1.2817  -0.332
N -3.0879 -3.2794 -0.5402  -0.280
H -3.4673 -3.7674 -3.0755  0.467
H -1.9503 -4.6119 -3.3453  0.478
H -1.9805 -2.8761 -2.9121  0.312
H -2.7547 -5.2763 -1.0673  0.266
H -0.3435 -3.5259 -0.5977  -0.311
H -0.3612 -5.1709 -1.3399  0.600
H 0.5668 -4.1916 1.8261  -0.178
H 1.2639 -5.3273 0.6407  0.361
H 0.3454 -5.9141 2.0282  0.310
H -3.4549 -3.6240 0.3354  -0.226
H -3.9260 -3.0754 -1.0656  0.260
C -4.5711 6.0971 -1.9746  -1.443
C -5.0101 5.0450 -0.9211  0.260
C -3.8766 4.0228 -0.6710  0.678
O -3.5504 3.3405 -1.8522  -0.489
C -2.3930 2.4345 -1.7055  0.492
N -5.4980 5.7307 0.2736  -0.740
H -3.6027 6.4987 -1.6765  0.335
H -5.2603 6.9259 -2.1360  0.377
H -4.4014 5.5995 -2.9295  0.325
H -5.8286 4.4687 -1.3525  0.321
H -4.1789 3.3730 0.1503  -0.385
H -3.0102 4.5953 -0.3398  -0.051
H -2.0311 2.2147 -2.7100  0.196
H -2.6367 1.5824 -1.0711  -0.269
H -1.5749 2.8746 -1.1353  -0.316
H -4.7930 6.3815 0.5892  0.305
H -5.6384 5.1052 1.0542  0.358
C -3.0942 4.6346 2.8885  -1.540
C -3.8961 3.3867 2.8011  3.407
C -3.7126 2.5464 4.0821  -1.229
O -4.4660 1.3156 3.8113  0.023
C -4.5755 0.5091 4.9793  -0.650
N -5.2724 3.6837 2.5247  -0.541
H -3.5960 5.3215 3.5701  0.413
H -2.9608 5.0697 1.8981  0.061
H -2.0584 4.5816 3.2236  0.223
H -3.5189 2.7464 2.0036  -1.996
H -4.1001 2.9868 5.0008  0.677
H -2.6673 2.2827 4.2432  0.163
H -4.8931 -0.4804 4.6504  -0.003
H -5.3983 0.8032 5.6310  0.318
H -3.6815 0.4544 5.6006  0.332
H -5.8538 2.8675 2.3988  0.132
H -5.6634 3.9359 3.4211  0.361
C -9.4341 -1.3793 2.9765  -1.664
C -8.5338 -1.6489 1.8137  0.298
C -7.1975 -0.9420 1.9949  -0.343
O -6.3689 -1.0521 0.7772  -0.531
C -5.1600 -0.2177 0.9334  -0.207
N -8.3976 -3.0874 1.5050  -0.611
H -9.0075 -1.7449 3.9105  0.349
H -10.4109 -1.8366 2.8185  0.394
H -9.5738 -0.3156 3.1689  0.434
H -8.9374 -1.1978 0.9072  0.401
H -6.6424 -1.3557 2.8368  -0.028
H -7.3135 0.1266 2.1763  0.442
H -4.4985 -0.4427 1.7700  -0.153
H -5.4991 0.8123 1.0436  0.442
H -4.5134 -0.2605 0.0570  0.128
H -7.8163 -3.0909 0.6790  0.169
H -9.3129 -3.3435 1.1634  0.247
C -5.7320 -6.2420 4.5500  -1.617
C -6.1826 -5.1487 3.5421  0.944
C -5.3714 -5.0531 2.2453  -0.716
O -4.0299 -4.6043 2.4578  -0.202
C -3.8768 -3.3379 3.1058  1.407
N -7.6251 -5.3766 3.1904  -0.802
H -4.6757 -6.0561 4.7442  0.273
H -5.9869 -7.2058 4.1093  0.401
H -6.2014 -6.2222 5.5335  0.425
H -6.1687 -4.2405 4.1447  0.160
H -5.9577 -4.3842 1.6152  0.027
H -5.4318 -6.0338 1.7734  0.456
H -2.9625 -2.9240 2.6807  -1.153
H -3.9376 -3.3920 4.1928  0.543
H -4.6900 -2.6275 2.9567  -0.577
H -8.0634 -4.5141 2.9002  0.316
H -8.0763 -5.5416 4.0788  0.328
C 1.6389 4.7461 4.1660  -1.577
C 1.1079 3.4473 3.5313  1.269
C 1.2870 3.3750 2.0586  1.327
O 0.6527 4.5303 1.4603  -0.431
C 1.0234 4.5861 0.0912  -0.338
N 1.7087 2.3398 4.2348  -0.578
H 1.0472 5.5510 3.7300  0.298
H 2.6973 4.9174 3.9697  0.245
H 1.5732 4.7928 5.2530  0.492
H 0.0346 3.3668 3.7033  -0.599
H 0.9697 2.4237 1.6316  -0.812
H 2.3388 3.5413 1.8256  -0.125
H 0.6126 3.7582 -0.4866  -0.228
H 2.1062 4.6045 -0.0323  0.321
H 0.6649 5.5182 -0.3456  0.410
H 1.2931 1.4319 4.0828  -0.023
H 1.6468 2.4099 5.2404  0.336
C -1.4333 0.8964 1.4330  1.005
C -1.0690 -0.2595 0.4263  0.363
C 0.3525 -0.1549 -0.1062  -1.070
O 0.3890 0.9385 -1.0601  0.630
C 1.6459 1.4384 -1.4325  -0.493
N -1.2966 -1.5347 1.0266  1.742
H -0.9746 0.7141 2.4048  0.067
H -2.5198 0.9609 1.4901  -1.220
H -1.0586 1.8330 1.0200  0.080
H -1.7401 -0.1718 -0.4281  0.290
H 0.6726 -1.0905 -0.5647  0.121
H 1.0619 0.0428 0.6974  0.169
H 2.1551 1.8567 -0.5642  0.281
H 1.6637 2.1939 -2.2179  0.433
H 2.1934 0.6270 -1.9121  -0.367
H -2.1195 -1.6368 1.6032  -0.851
H -1.6402 -2.1825 0.3321  -1.125
C 3.9334 -3.2626 0.4766  -1.407
C 4.7143 -2.1521 -0.2152  1.006
C 5.9258 -2.6235 -1.1762  -0.485
O 6.9844 -3.3266 -0.4843  -0.349
C 7.3095 -4.6292 -1.0035  -0.748
N 3.7810 -1.2640 -0.8657  0.481
H 4.5984 -3.9704 0.9713  0.489
H 3.3698 -3.8086 -0.2799  0.341
H 3.1971 -2.9414 1.2133  -0.118
H 5.1473 -1.5258 0.5648  -0.174
H 6.5245 -1.8624 -1.6766  0.255
H 5.4643 -3.2236 -1.9604  0.286
H 7.2428 -4.8001 -2.0780  0.310
H 6.7631 -5.4282 -0.5024  0.263
H 8.3478 -4.7635 -0.7004  0.280
H 3.3719 -1.6270 -1.7148  0.051
H 4.1592 -0.3971 -1.2202  -0.106

=====

Least stable structure among those shown: B.